Record 1
Entry from the OMol25 dataset: an isolated molecule of C23H29N3O4 (ωB97M-V/def2-TZVPD).

The calculated total energy is -1359.09796 hartree. The value obtained for the LUMO energy is 0.6 eV. Its net charge is 0. The calculation puts the HOMO energy at -0.303 Ha.

Atoms and positions in Å:
O 0.42 -0.58 1.64
C 1.09 -0.27 0.67
N 0.75 0.71 -0.20
C 1.70 1.11 -1.23
C 3.04 1.45 -0.66
C 3.41 2.27 0.37
C 4.81 2.17 0.47
C 5.20 1.31 -0.51
O 4.13 0.87 -1.20
H 6.16 0.94 -0.81
H 5.45 2.67 1.17
H 2.76 2.86 0.99
H 1.83 0.32 -1.98
H 1.30 1.99 -1.75
C -0.61 1.30 -0.10
C -0.92 2.31 -1.21
H -0.84 1.82 -2.18
C -2.34 2.86 -1.05
C -2.49 3.57 0.28
C -2.17 2.61 1.42
C -0.77 2.02 1.24
H -0.54 1.35 2.07
H -0.04 2.83 1.26
H -2.22 3.13 2.38
H -2.91 1.81 1.43
H -3.51 3.95 0.39
H -1.81 4.43 0.32
H -3.05 2.03 -1.12
H -2.55 3.54 -1.87
H -0.22 3.15 -1.16
C -1.54 0.08 -0.38
O -1.68 -0.31 -1.52
N -2.13 -0.48 0.69
H -1.71 -0.27 1.59
C -2.92 -1.69 0.64
H -3.25 -1.89 1.67
C -4.14 -1.61 -0.28
H -3.82 -1.19 -1.23
C -4.57 -3.07 -0.45
H -5.35 -3.32 0.25
H -4.95 -3.25 -1.46
C -3.31 -3.92 -0.18
H -3.06 -4.57 -1.01
H -3.46 -4.55 0.70
C -2.18 -2.92 0.10
H -1.69 -2.63 -0.84
H -1.43 -3.29 0.79
H -4.93 -0.99 0.14
C 2.37 -1.00 0.40
C 3.38 -0.98 1.31
N 4.51 -1.67 1.09
C 4.77 -2.46 -0.03
O 5.85 -3.01 -0.14
C 3.65 -2.53 -0.95
C 2.51 -1.84 -0.74
H 1.69 -1.93 -1.43
H 3.78 -3.18 -1.80
H 5.27 -1.63 1.77
H 3.31 -0.40 2.22


Record 2
Entry from the OMol25 dataset: an isolated molecule of C23H29N3O4 (ωB97M-V/def2-TZVPD).

The calculated total energy is -1359.02854 hartree. The value obtained for the LUMO energy is 0.3 eV. Its net charge is 0. The calculation puts the HOMO energy at -0.307 Ha.

Atoms and positions in Å:
C -5.66 -3.84 -0.18
C -5.31 -2.59 0.59
O -4.61 -2.62 1.57
C -5.87 -1.30 0.08
C -6.86 -1.23 -0.89
C -7.34 0.01 -1.29
C -6.83 1.17 -0.74
C -5.83 1.11 0.24
C -5.36 -0.13 0.64
H -4.59 -0.24 1.39
O -5.40 2.31 0.72
C -4.36 2.33 1.66
C -3.04 1.95 1.09
C -2.65 1.54 -0.16
C -1.25 1.37 -0.04
N -0.86 1.64 1.18
O -1.96 2.01 1.89
C -0.40 0.84 -1.15
O -0.93 0.12 -1.98
N 0.89 1.21 -1.21
C 1.62 2.02 -0.27
H 0.94 2.41 0.49
C 2.72 1.19 0.40
H 3.28 1.82 1.09
H 2.25 0.38 0.96
C 3.66 0.61 -0.67
N 4.80 -0.14 -0.19
C 4.50 -1.21 0.75
C 5.71 -2.13 0.86
C 6.93 -1.35 1.34
C 7.16 -0.17 0.41
C 5.89 0.68 0.32
H 6.05 1.51 -0.38
H 5.66 1.10 1.31
H 7.41 -0.53 -0.59
H 7.98 0.45 0.77
H 7.81 -1.99 1.37
H 6.75 -0.99 2.36
H 5.92 -2.55 -0.13
H 5.49 -2.95 1.54
H 3.64 -1.77 0.39
H 4.27 -0.81 1.76
C 2.82 -0.22 -1.66
C 1.72 0.66 -2.26
H 1.08 0.08 -2.92
H 2.17 1.48 -2.83
H 2.35 -1.06 -1.14
H 3.46 -0.61 -2.44
H 4.08 1.46 -1.24
H 2.08 2.86 -0.82
H -3.25 1.38 -1.03
H -4.59 1.69 2.53
H -4.31 3.37 2.01
H -7.18 2.14 -1.05
H -8.11 0.07 -2.04
H -7.28 -2.12 -1.33
H -5.41 -3.71 -1.23
H -5.11 -4.68 0.23
H -6.73 -4.03 -0.10


Record 3
Entry from the OMol25 dataset: an isolated molecule of C23H29N3O4S (ωB97M-V/def2-TZVPD).

The calculated total energy is -1757.30670 hartree. The value obtained for the LUMO energy is 0.3 eV. Its net charge is 0. The calculation puts the HOMO energy at -0.325 Ha.

Atoms and positions in Å:
C 0.47 -4.19 3.60
C -0.44 -3.28 2.84
C -0.16 -2.94 1.53
C -1.01 -2.11 0.80
C -2.16 -1.60 1.41
C -2.44 -1.94 2.72
C -1.60 -2.78 3.43
H -1.84 -3.04 4.45
H -3.33 -1.54 3.20
H -2.81 -0.91 0.89
C -0.60 -1.75 -0.58
O 0.58 -1.74 -0.91
N -1.59 -1.42 -1.43
H -2.54 -1.41 -1.11
C -1.35 -0.98 -2.80
C -2.54 -1.31 -3.71
C -3.85 -0.67 -3.26
H -4.62 -0.88 -3.99
H -4.19 -1.06 -2.30
H -3.73 0.41 -3.18
C -2.20 -0.88 -5.14
H -1.27 -1.32 -5.47
H -2.99 -1.20 -5.82
H -2.11 0.20 -5.20
H -2.65 -2.40 -3.69
H -0.47 -1.52 -3.16
C -0.97 0.52 -2.72
O -1.70 1.44 -3.01
N 0.29 0.65 -2.22
C 0.88 1.79 -1.68
C 0.40 3.09 -1.87
C 1.02 4.15 -1.24
C 2.10 3.95 -0.40
C 2.57 2.67 -0.22
C 2.00 1.59 -0.87
H 2.41 0.61 -0.73
S 3.91 2.36 0.94
O 4.74 1.31 0.42
O 4.50 3.61 1.28
N 3.21 1.76 2.33
C 2.20 2.60 2.94
H 2.37 3.63 2.64
H 2.30 2.53 4.03
C 0.85 2.03 2.48
H 0.09 2.15 3.25
H 0.51 2.54 1.58
C 1.15 0.55 2.19
H 0.66 -0.11 2.91
H 0.80 0.26 1.20
C 2.68 0.42 2.30
H 3.14 -0.12 1.47
H 2.96 -0.08 3.23
H 2.59 4.77 0.11
H 0.64 5.15 -1.40
H -0.46 3.24 -2.51
H 0.76 -0.22 -1.96
H 0.73 -3.30 1.05
H 0.44 -3.97 4.67
H 1.49 -4.09 3.25
H 0.16 -5.23 3.47


Record 4
Entry from the OMol25 dataset: an isolated molecule of C23H29N3O5S (ωB97M-V/def2-TZVPD).

The calculated total energy is -1832.46976 hartree. The value obtained for the LUMO energy is 0.5 eV. Its net charge is 0. The calculation puts the HOMO energy at -0.281 Ha.

Atoms and positions in Å:
C -2.15 1.80 -2.36
H -2.27 2.82 -1.99
O -2.72 0.86 -1.48
C -2.41 0.83 -0.15
C -3.20 -0.04 0.59
C -3.03 -0.23 1.95
C -2.02 0.47 2.60
C -1.23 1.35 1.87
C -1.39 1.54 0.51
O -0.59 2.36 -0.24
C 0.40 3.14 0.40
H 1.09 2.52 0.97
H 0.94 3.62 -0.41
H -0.05 3.89 1.05
H -0.46 1.89 2.40
C -1.80 0.26 4.08
N -2.27 -1.02 4.56
C -1.40 -2.16 4.32
C -0.96 -2.33 2.86
O -1.55 -3.03 2.07
N 0.16 -1.61 2.56
C 0.60 -1.17 1.31
C -0.08 -1.46 0.13
C 0.32 -0.86 -1.05
C 1.41 -0.01 -1.06
C 2.13 0.23 0.09
C 1.73 -0.35 1.28
H 2.27 -0.14 2.19
H 2.98 0.89 0.04
S 1.90 0.86 -2.53
O 0.88 0.71 -3.54
O 2.30 2.19 -2.18
N 3.30 0.01 -2.92
C 3.03 -1.25 -3.61
H 1.94 -1.35 -3.72
H 3.40 -2.08 -3.01
C 3.73 -1.17 -4.98
H 4.67 -1.72 -4.95
H 3.11 -1.57 -5.77
C 4.00 0.33 -5.15
H 4.84 0.53 -5.81
H 3.11 0.83 -5.52
C 4.27 0.76 -3.71
H 4.12 1.82 -3.52
H 5.27 0.46 -3.39
H -0.23 -1.03 -1.97
H -0.93 -2.12 0.15
H 0.63 -1.17 3.34
H -1.94 -3.06 4.62
H -0.52 -2.04 4.96
C -3.66 -1.20 4.19
C -3.91 -1.22 2.68
H -4.96 -0.99 2.48
H -3.71 -2.21 2.28
H -4.03 -2.13 4.64
H -4.21 -0.37 4.64
H -0.74 0.38 4.33
H -2.35 1.03 4.64
H -3.98 -0.57 0.06
H -1.09 1.61 -2.55
H -2.71 1.69 -3.29


Record 5
Entry from the OMol25 dataset: an isolated molecule of C23H29N3O5S (ωB97M-V/def2-TZVPD).

The calculated total energy is -1832.52558 hartree. The value obtained for the LUMO energy is 0.5 eV. Its net charge is 0. The calculation puts the HOMO energy at -0.318 Ha.

Atoms and positions in Å:
C 0.14 0.39 -5.86
C -1.11 -0.41 -6.18
O -1.07 -1.62 -5.44
C -2.11 -2.53 -5.73
C -3.43 -2.22 -5.02
C -3.30 -2.30 -3.49
N -2.45 -1.26 -2.95
S -3.15 0.26 -2.81
O -2.69 1.13 -3.86
O -4.56 0.09 -2.64
C -2.42 0.78 -1.27
C -3.16 0.76 -0.11
C -2.59 1.14 1.09
C -1.26 1.55 1.11
C -0.51 1.56 -0.07
C -1.10 1.19 -1.26
H -0.55 1.21 -2.19
H 0.52 1.88 -0.05
N -0.60 1.94 2.28
C -1.10 2.08 3.54
O -2.25 1.86 3.86
C -0.06 2.50 4.58
H -0.62 2.86 5.45
C 0.98 3.49 4.08
C 2.09 2.61 3.52
O 2.94 2.96 2.73
N 1.93 1.36 4.04
C 2.74 0.24 3.80
C 2.79 -0.80 4.72
C 3.57 -1.92 4.48
C 4.33 -2.03 3.32
C 4.28 -0.98 2.41
C 3.50 0.14 2.63
H 3.49 0.94 1.91
H 4.86 -1.04 1.50
C 5.19 -3.22 3.07
H 6.24 -2.98 3.24
H 5.09 -3.55 2.03
H 4.92 -4.05 3.72
H 3.59 -2.71 5.21
H 2.22 -0.75 5.64
C 0.80 1.28 4.95
H 0.27 0.34 4.82
H 1.14 1.36 5.99
H 0.62 4.20 3.34
H 1.40 4.06 4.91
H 0.37 2.17 2.14
H -3.16 1.14 2.00
H -4.19 0.45 -0.16
H -1.59 -1.20 -3.49
H -2.88 -3.27 -3.20
H -4.27 -2.17 -3.02
H -4.18 -2.94 -5.35
H -3.78 -1.22 -5.28
H -2.28 -2.58 -6.81
H -1.74 -3.50 -5.39
H -1.16 -0.64 -7.26
H -2.00 0.18 -5.91
H 1.02 -0.22 -6.02
H 0.18 1.27 -6.49
H 0.11 0.71 -4.82


Record 6
Entry from the OMol25 dataset: an isolated molecule of C23H29N3O6S2 (ωB97M-V/def2-TZVPD).

The calculated total energy is -2305.94144 hartree. The value obtained for the LUMO energy is -0.3 eV. Its net charge is 0. The calculation puts the HOMO energy at -0.300 Ha.

Atoms and positions in Å:
C -3.09 -4.27 -0.13
H -2.27 -4.55 -0.79
H -3.62 -5.15 0.21
H -3.76 -3.60 -0.67
O -2.59 -3.64 1.04
C -1.89 -2.52 0.85
O -1.69 -2.06 -0.27
C -1.39 -1.91 2.07
C -0.65 -0.74 2.01
N -0.33 -0.07 0.86
C 0.43 1.06 0.87
O 0.86 1.52 1.91
C 0.70 1.64 -0.47
C 1.86 2.40 -0.63
C 2.17 2.95 -1.85
C 1.30 2.77 -2.91
C 0.13 2.06 -2.77
C -0.18 1.49 -1.54
H -1.10 0.94 -1.43
H -0.54 1.98 -3.61
S 1.75 3.38 -4.54
O 0.55 3.63 -5.29
O 2.72 4.42 -4.40
N 2.51 2.09 -5.25
C 3.78 1.70 -4.69
H 4.36 2.62 -4.52
C 4.49 0.79 -5.69
H 5.42 0.39 -5.27
O 3.69 -0.33 -6.00
C 2.46 0.06 -6.56
H 1.91 -0.86 -6.76
C 1.68 0.95 -5.58
H 0.77 1.33 -6.04
H 1.43 0.37 -4.68
H 2.62 0.61 -7.49
H 4.71 1.36 -6.61
H 3.65 1.17 -3.74
H 3.07 3.54 -2.01
H 2.51 2.53 0.23
H -0.68 -0.54 0.02
S -0.16 -0.16 3.56
C -0.96 -1.52 4.31
C -1.55 -2.35 3.42
C -2.29 -3.57 3.88
H -1.96 -4.45 3.32
C -2.05 -3.79 5.38
N -2.10 -2.58 6.18
C -1.00 -1.73 5.80
H -1.05 -0.77 6.31
H -0.07 -2.21 6.13
C -3.40 -1.89 6.20
C -4.55 -2.87 6.44
H -4.34 -3.46 7.33
H -4.71 -3.53 5.60
H -5.47 -2.31 6.60
C -3.40 -0.86 7.33
H -2.77 0.00 7.12
H -4.41 -0.48 7.49
H -3.06 -1.33 8.25
H -3.58 -1.36 5.24
H -2.75 -4.52 5.77
H -1.04 -4.20 5.52
H -3.35 -3.44 3.67